[1]
Formula: C4H4N2O2
Source: OMol25
Level of theory: ωB97M-V with the def2-TZVPD basis set

XYZ file:
```
12
Properties=species:S:1:pos:R:3:forces:R:3:nbo_charge:R:1
O -1.21611 -2.65612 0.03392 -1.71 -1.13 -0.23 -0.559
C -0.91663 -1.49456 0.06236 1.83 -0.45 3.05 0.560
C 0.09487 -1.07745 -0.88114 -1.88 0.35 -3.25 -0.350
C 0.52699 0.21271 -1.02942 0.76 -3.06 0.98 0.009
N 0.26933 0.98602 0.06446 -1.31 0.25 1.71 -0.124
O 1.23362 1.93154 0.35867 -0.01 2.39 0.15 -0.536
C -0.43626 0.42226 1.15769 -1.95 -1.82 0.17 0.235
N -1.11202 -0.73472 1.26947 1.98 2.70 -2.84 -0.438
H -0.06646 -1.91540 -1.62541 1.66 1.46 0.11 0.262
H 1.34986 0.48155 -1.67888 -0.42 0.49 -0.20 0.238
H 0.92102 2.90152 0.20428 0.07 -2.66 0.17 0.487
H -0.64821 0.94267 2.06399 1.00 1.48 0.19 0.215
```
Forces are in eV/Å.

Properties
E_tot = -414.68768 hartree
LUMO = 0.2 eV
HOMO = -9.2 eV
Frontier orbital gap = 9.4 eV

***

[2]
Formula: C4H4N2O2
Source: OMol25
Level of theory: ωB97M-V with the def2-TZVPD basis set

XYZ file:
```
12
Properties=species:S:1:pos:R:3:forces:R:3:nbo_charge:R:1
C 2.46840 -0.13848 0.11792 -3.14 -0.01 -0.82 -0.129
N 1.46358 -0.97876 -0.06121 0.62 2.16 0.70 -0.226
N 0.18880 -0.41491 -0.09177 1.76 -1.23 -0.21 -0.015
O -0.81231 -1.35686 -0.03658 -0.72 0.91 0.40 -0.265
C -1.95913 -0.61464 0.10671 0.84 2.47 -1.08 0.163
C -1.75975 0.76890 0.02107 1.44 -3.44 0.48 -0.394
C -0.26480 0.86790 -0.04424 -2.67 -0.93 0.15 0.581
O 0.44107 1.82206 -0.03843 1.55 2.37 -0.06 -0.616
H 2.29069 0.99183 0.14000 0.61 -1.86 0.15 0.238
H 3.40569 -0.64989 0.13674 0.57 0.06 0.07 0.194
H -2.81129 -1.24957 0.08726 -0.63 -0.12 0.25 0.214
H -2.39019 1.63973 0.09820 -0.23 -0.37 -0.01 0.254
```
Forces are in eV/Å.

Properties
E_tot = -414.69154 hartree
LUMO = 0.6 eV
HOMO = -9.3 eV
Frontier orbital gap = 9.9 eV

***

[3]
Formula: C4H4N2O2
Source: OMol25
Level of theory: ωB97M-V with the def2-TZVPD basis set

XYZ file:
```
12
Properties=species:S:1:pos:R:3:forces:R:3:nbo_charge:R:1
N -1.15541 -2.76729 -0.39614 2.83 3.86 0.48 -0.302
C -0.43695 -1.82540 -0.27042 -0.80 -2.36 -0.55 0.241
C 0.53415 -0.61446 0.02290 -2.56 -1.01 -1.95 -0.117
C -0.00393 0.04782 1.28700 0.59 -0.52 1.28 -0.503
C -0.32128 1.31918 0.39683 -5.63 3.25 0.17 0.648
O -1.10382 2.37740 0.56059 5.42 -5.91 -1.04 -0.545
N 0.09048 0.59915 -0.78450 0.17 1.59 1.87 -0.167
O 0.62479 1.25560 -1.92866 2.36 0.12 4.65 -0.497
H 1.57073 -0.89236 -0.02662 0.32 -0.17 -0.12 0.244
H -0.83214 -0.65063 1.79185 1.64 2.34 -0.94 0.274
H 0.91632 0.18128 1.95758 -1.68 0.17 -0.52 0.252
H 0.11707 0.96971 -2.61041 -2.67 -1.38 -3.33 0.472
```
Forces are in eV/Å.

Properties
E_tot = -414.66034 hartree
LUMO = 0.1 eV
HOMO = -10.5 eV
Frontier orbital gap = 10.6 eV

***

[4]
Formula: C4H4N2O2
Source: OMol25
Level of theory: ωB97M-V with the def2-TZVPD basis set

XYZ file:
```
12
Properties=species:S:1:pos:R:3:forces:R:3:nbo_charge:R:1
H -1.07102 -2.63567 0.13744 1.93 1.90 0.07 0.392
N -0.13670 -2.07016 0.18138 -1.59 -1.01 -0.97 -0.550
C -0.24536 -0.85148 -0.11714 4.08 0.64 2.15 0.324
C -1.33070 0.09111 -0.12137 -6.09 -4.85 -1.65 0.392
O -2.36759 -0.70143 -0.37147 1.81 5.06 1.27 -0.548
C -0.92814 1.45912 0.04393 1.57 1.86 1.17 -0.433
C 0.48675 1.40008 -0.14388 0.04 -0.50 0.76 0.110
N 0.93042 0.03341 0.00526 1.31 -0.32 -0.75 -0.165
O 2.21565 -0.60063 -0.36316 -2.89 2.64 -2.65 -0.530
H -1.39605 2.40363 0.63382 0.73 -2.52 -2.30 0.272
H 1.17139 2.35515 -0.27846 -1.22 -2.59 0.53 0.257
H 2.67135 -0.88312 0.39364 0.32 -0.32 2.37 0.480
```
Forces are in eV/Å.

Properties
E_tot = -414.62252 hartree
LUMO = -1.0 eV
HOMO = -9.0 eV
Frontier orbital gap = 7.9 eV

***

[5]
Formula: C4H4N2O2
Source: OMol25
Level of theory: ωB97M-V with the def2-TZVPD basis set

XYZ file:
```
12
Properties=species:S:1:pos:R:3:forces:R:3:nbo_charge:R:1
C 0.59795 1.86437 0.52043 0.27 -2.94 -2.18 -0.205
C 0.04891 0.79334 -0.19355 0.00 3.52 1.83 -0.274
C -1.37054 0.72053 -0.42425 -6.25 -2.53 -1.85 0.280
N -2.51638 0.35913 -0.65498 6.50 2.55 1.25 -0.321
C 0.87784 -0.41032 -0.42522 2.57 -2.86 1.82 0.615
O 2.13470 -0.44731 -0.62911 -4.53 0.49 0.22 -0.581
N 0.19594 -1.63176 -0.10022 2.91 0.22 -0.72 -0.354
O -1.02939 -1.80107 0.56361 -0.10 1.32 -2.02 -0.524
H 1.65100 1.58912 0.69996 -0.36 1.05 0.26 0.236
H 0.15667 2.84019 0.76086 -0.01 -0.84 0.00 0.235
H 0.85595 -2.41939 0.07008 -0.92 0.90 -0.30 0.398
H -1.60265 -1.45683 -0.18760 -0.09 -0.90 1.69 0.495
```
Forces are in eV/Å.

Properties
E_tot = -414.68872 hartree
LUMO = -1.0 eV
HOMO = -9.9 eV
Frontier orbital gap = 8.9 eV

***

[6]
Formula: C4H4N2O3
Source: OMol25
Level of theory: ωB97M-V with the def2-TZVPD basis set

XYZ file:
```
13
Properties=species:S:1:pos:R:3:forces:R:3:nbo_charge:R:1
C 1.92789 0.16749 -0.01225 -2.12 -1.99 0.12 0.573
C 0.78861 -0.89530 0.03281 2.42 0.03 0.14 0.238
C -0.13885 1.12949 -0.07802 0.07 3.23 -0.68 0.745
C -1.64520 -0.81026 0.05514 -4.02 -0.48 -0.29 -0.460
N 1.22152 1.36130 -0.16511 -1.71 -2.39 0.16 -0.626
N -0.37492 -0.19368 0.10034 0.53 -2.36 -0.28 -0.323
O 0.74588 -2.30943 0.00138 0.30 2.34 0.13 -0.215
O 3.10509 0.05027 0.08370 1.49 -0.30 0.00 -0.541
O -0.95189 2.02321 -0.20811 -0.55 -0.62 0.35 -0.572
H -2.30391 -0.01643 -0.46979 0.78 -1.60 0.56 0.253
H -2.15793 -0.90001 1.09590 1.24 0.03 -1.55 0.236
H -1.70679 -1.88426 -0.47499 0.56 2.78 1.20 0.261
H 1.49050 2.27762 0.03900 1.02 1.34 0.14 0.431
```
Forces are in eV/Å.

Properties
2S+1 = 3
E_tot = -489.93129 hartree
LUMO (alpha / beta) = 0.5 / -4.0 eV
HOMO (alpha / beta) = -7.7 / -10.5 eV
Frontier orbital gap (alpha / beta) = 8.2 / 6.4 eV

***

[7]
Formula: C4H4N2O5
Source: OMol25
Level of theory: ωB97M-V with the def2-TZVPD basis set

XYZ file:
```
15
Properties=species:S:1:pos:R:3:forces:R:3:nbo_charge:R:1
O 2.26506 -2.01323 0.35637 -0.36 -0.09 -0.25 -0.779
C 1.08406 -1.98427 -0.04337 1.55 1.59 1.28 0.872
O 0.29451 -2.91945 -0.19182 -1.06 -0.67 -0.61 -0.813
N 0.58912 -0.60156 -0.36206 -0.84 1.56 0.11 -0.366
C -0.86648 -0.47518 -0.59612 0.61 2.70 -0.61 -0.269
C -1.34555 0.42477 0.54713 1.17 -1.78 1.32 -0.122
O -0.22397 0.59002 1.41904 -0.10 -0.46 -0.24 -0.415
N 0.90817 0.50433 0.56579 0.40 -0.34 -1.42 -0.079
C 1.07499 1.87716 -0.17387 1.80 -1.52 -1.61 0.839
O 1.92763 1.84545 -1.10222 -0.89 -0.21 0.99 -0.787
O 0.43854 2.82656 0.25664 -0.90 0.69 0.77 -0.782
H -1.22352 -1.43806 -0.45214 -1.09 -1.80 -0.55 0.227
H -1.27985 0.13666 -1.53905 1.42 -1.86 1.16 0.140
H -1.58912 1.36137 0.15502 -1.06 1.60 -0.21 0.176
H -2.05360 -0.13456 1.16067 -0.66 0.59 -0.11 0.158
```
Forces are in eV/Å.

Properties
E_tot = -640.47279 hartree
Total charge = -2
LUMO = 6.7 eV
HOMO = -0.6 eV
Frontier orbital gap = 7.3 eV

***

[8]
Formula: C4H4N2OS
Source: OMol25
Level of theory: ωB97M-V with the def2-TZVPD basis set

XYZ file:
```
12
Properties=species:S:1:pos:R:3:forces:R:3:nbo_charge:R:1
O 1.65797 0.96676 1.76908 -0.47 -0.18 -2.31 -0.527
C 1.25760 0.87774 0.61582 1.26 1.35 2.38 0.556
S 1.89924 1.84070 -0.74564 0.04 -0.07 -0.15 -0.042
N 0.18463 0.09549 0.26962 -1.00 -1.19 -0.25 -0.284
C -0.46997 -0.10834 -0.94367 0.94 0.55 0.60 -0.021
C -1.42050 -1.02686 -0.74149 -0.97 -0.32 -0.14 -0.323
C -1.31382 -1.33694 0.63766 -0.47 -2.09 1.28 -0.014
N -0.33906 -0.71596 1.24960 -0.42 0.25 -0.80 -0.206
H 2.74306 2.56729 0.00370 -0.13 -0.22 0.12 0.170
H -0.19907 0.39609 -1.83503 0.27 0.46 -0.46 0.231
H -2.14718 -1.39272 -1.46882 0.41 0.10 0.38 0.242
H -1.85292 -2.16325 1.18917 0.55 1.35 -0.67 0.218
```
Forces are in eV/Å.

Properties
E_tot = -737.74019 hartree
LUMO = 0.3 eV
HOMO = -10.2 eV
Frontier orbital gap = 10.5 eV

***

[9]
Formula: C4H4N2OS
Source: OMol25
Level of theory: ωB97M-V with the def2-TZVPD basis set

XYZ file:
```
12
Properties=species:S:1:pos:R:3:forces:R:3:nbo_charge:R:1
N -0.17567 -2.03302 -0.00265 0.07 -0.10 0.05 -0.616
N -0.10429 -0.64805 0.00058 0.00 0.21 -0.01 -0.322
C 1.11338 0.06836 -0.00514 -0.19 -0.43 0.11 0.631
O 2.20037 -0.45236 0.00014 -0.28 0.21 -0.04 -0.536
C 0.71247 1.49537 -0.00240 0.61 0.79 0.03 -0.270
C -0.61762 1.56980 -0.00241 0.28 -0.11 0.03 -0.187
C -1.20246 0.19531 0.00820 0.33 -0.05 -0.17 0.030
S -2.76969 -0.19803 -0.00201 0.12 0.05 0.04 0.048
H 0.29378 -2.38172 0.83229 -0.06 0.02 -0.28 0.368
H 0.30607 -2.38460 -0.82934 -0.07 0.06 0.27 0.368
H 1.46259 2.30597 0.01275 -0.66 -0.59 -0.06 0.244
H -1.21893 2.46299 -0.01001 -0.16 -0.06 0.03 0.242
```
Forces are in eV/Å.

Properties
E_tot = -737.73087 hartree
LUMO = -1.3 eV
HOMO = -9.1 eV
Frontier orbital gap = 7.8 eV

***

[10]
Formula: C4H4N2OS
Source: OMol25
Level of theory: ωB97M-V with the def2-TZVPD basis set

XYZ file:
```
12
Properties=species:S:1:pos:R:3:forces:R:3:nbo_charge:R:1
C 0.06927 0.10467 -0.44161 0.93 1.08 -3.07 -0.292
C 0.57102 0.19192 0.99310 1.86 -0.16 1.41 -0.229
C -1.26745 -0.18836 0.12412 -4.56 -1.64 -1.85 0.636
C 0.56371 -0.96387 -1.34020 1.81 -6.87 0.11 0.256
H 1.28597 1.35184 -2.32909 -3.09 1.70 2.30 0.186
H 1.30614 1.11559 1.08546 -2.08 -1.63 0.53 0.234
H 1.08982 -0.76432 1.49634 -1.12 2.03 -1.58 0.226
H -1.23907 -0.21121 2.26488 0.06 0.93 -1.87 0.420
N -0.92997 0.21343 1.34099 2.39 0.14 4.29 -0.597
N 0.89838 -2.12245 -1.58015 -1.90 7.36 0.85 -0.253
O -2.32317 -0.64284 -0.30737 2.10 0.81 0.57 -0.546
S -0.02465 1.91560 -1.30647 3.59 -3.74 -1.71 -0.040
```
Forces are in eV/Å.

Properties
E_tot = -737.62377 hartree
LUMO = -0.7 eV
HOMO = -10.2 eV
Frontier orbital gap = 9.5 eV

***

What did we get for relative energy (zero: lowest compared OMol25 entry of this formula, charge and spin)? Answer: 416.1, 406.0, 487.9, 587.2, 413.4, 88.4, 77.9, 76.9, 101.3, 382.5 kJ/mol, in the order shown.